Below is C24H36LiO18 as an isolated structure, with properties calculated with ωB97M-V/def2-TZVPD.

The geometry in ORCA input format:
```
! wB97M-V def2-TZVPD RIJCOSX def2/J DEFGRID3
* xyz 1 1
Li -0.010 0.460 0.077
C 4.484 2.529 4.150
C 2.960 2.473 4.424
C 2.165 3.716 3.957
O 1.769 3.274 2.798
C 1.792 1.875 2.581
O 1.287 1.242 1.733
O 2.561 1.485 3.525
H 4.946 3.401 4.661
H 4.925 2.603 3.237
H 4.918 1.692 4.784
H 2.819 2.325 5.661
H 2.852 4.638 3.818
H 1.353 3.913 4.528
C -2.725 -4.501 3.192
C -1.744 -4.416 1.986
C -2.479 -3.892 0.750
O -1.725 -2.801 0.325
C -0.932 -2.348 1.291
O -0.249 -1.296 1.336
O -0.918 -3.277 2.272
H -3.258 -5.333 3.001
H -3.342 -3.663 3.539
H -2.450 -4.553 4.156
H -1.253 -5.360 1.971
H -3.517 -3.634 1.127
H -2.417 -4.682 -0.057
C 5.473 -1.746 -3.110
C 4.743 -2.066 -1.695
C 5.377 -1.226 -0.602
O 4.308 -0.566 0.081
C 3.292 -0.694 -0.668
O 2.214 -0.168 -0.393
O 3.514 -1.457 -1.719
H 6.502 -2.024 -3.211
H 5.539 -0.722 -3.401
H 5.130 -2.387 -3.951
H 4.579 -3.003 -1.474
H 5.962 -0.528 -1.221
H 6.099 -1.878 0.017
C -2.987 -3.641 -2.964
C -2.572 -2.473 -3.692
C -3.592 -1.303 -3.330
O -2.957 -0.528 -2.436
C -1.680 -0.900 -2.283
O -0.796 -0.247 -1.637
O -1.400 -1.790 -3.096
H -3.969 -3.937 -3.334
H -3.024 -3.480 -1.962
H -2.349 -4.539 -3.067
H -2.325 -2.725 -4.884
H -4.773 -1.647 -3.114
H -3.663 -0.648 -4.274
C -5.537 -1.441 1.279
C -5.195 0.158 1.215
C -4.776 0.825 2.553
O -3.345 1.010 2.462
C -3.010 0.808 1.218
O -1.875 1.026 0.759
O -3.848 0.262 0.485
H -6.476 -1.299 1.901
H -4.701 -2.110 1.592
H -5.733 -1.748 0.215
H -5.934 0.588 0.747
H -4.783 0.240 3.424
H -5.303 1.715 2.647
C 1.905 4.877 -4.199
C 2.381 4.619 -2.742
C 1.469 5.472 -1.749
O 0.872 4.564 -0.940
C 1.143 3.335 -1.294
O 0.520 2.354 -0.853
O 2.072 3.306 -2.297
H 2.525 4.336 -4.970
H 1.953 5.814 -4.608
H 0.840 4.353 -4.083
H 3.364 4.852 -2.639
H 0.838 6.337 -2.350
H 2.177 6.199 -1.172
*
```

E_tot	-62521.6937	eV
max |F|	9.02	eV Å⁻¹
E_HOMO	-12.03	eV
HOMO-LUMO gap	0.3880	Ha
energy above the lowest of the compared OMol25 structures with the same formula, charge and spin	1.696	eV